Entry 1:
{"formula": "H2", "method": "wB97M-V/def2-TZVPD", "species": ["H", "H"], "coordinates": [[-0.15, -0.53, 0.14], [0.15, 0.53, -0.14]], "molar_mass_g_mol": 2.02, "relative_energy_ev": 1.367, "e_tot_ha": -1.11063, "spin_multiplicity": 1, "orbital_gap_ev": 13.8, "charge": 0, "homo_energy_ev": -12.613}

=====

Entry 2:
{"formula": "H20HeO10", "method": "wB97M-V/def2-TZVPD", "species": ["He", "O", "H", "H", "O", "H", "H", "O", "H", "H", "O", "H", "H", "O", "H", "H", "O", "H", "H", "O", "H", "H", "O", "H", "H", "O", "H", "H", "O", "H", "H"], "coordinates": [[-0.25, 0.28, -0.49], [1.58, 1.29, 3.31], [1.69, 0.90, 4.18], [1.02, 0.67, 2.84], [-2.17, -0.80, 1.04], [-2.08, -1.68, 0.66], [-2.83, -0.90, 1.72], [-2.78, -2.00, -1.70], [-3.66, -1.65, -1.58], [-2.86, -2.92, -1.45], [0.38, -0.81, 2.03], [-0.52, -0.81, 1.69], [0.82, -1.50, 1.53], [-4.17, 0.86, -0.01], [-4.73, 0.26, -0.50], [-3.45, 0.31, 0.31], [3.37, 2.02, 1.31], [2.83, 2.53, 0.70], [2.75, 1.73, 1.99], [1.34, 1.46, -2.82], [2.21, 1.21, -2.53], [0.81, 0.67, -2.73], [-0.03, -1.10, -2.83], [-0.97, -1.27, -2.75], [0.38, -1.81, -2.34], [1.92, 3.18, -0.66], [1.44, 2.82, -1.41], [1.29, 3.73, -0.21], [2.18, -2.36, 0.58], [2.70, -1.60, 0.32], [1.81, -2.69, -0.23]], "molar_mass_g_mol": 184.15, "relative_energy_ev": 1.011, "e_tot_ha": -767.28535, "spin_multiplicity": 1, "orbital_gap_ev": 8.7, "charge": 0, "homo_energy_ev": -9.483}

=====

Entry 3:
{"formula": "H20NO13", "method": "wB97M-V/def2-TZVPD", "species": ["N", "O", "O", "O", "O", "H", "H", "O", "H", "H", "O", "H", "H", "O", "H", "H", "O", "H", "H", "O", "H", "H", "O", "H", "H", "O", "H", "H", "O", "H", "H", "O", "H", "H"], "coordinates": [[-0.13, 0.07, -0.49], [0.90, -0.62, -0.67], [-0.59, 0.13, 0.59], [-0.32, 1.02, -1.30], [1.13, 0.36, -3.89], [0.35, 0.63, -4.45], [0.82, 0.64, -3.16], [-2.11, -2.94, 1.16], [-2.28, -1.98, 1.13], [-1.35, -3.41, 1.00], [3.50, -2.80, -1.23], [4.05, -2.15, -1.12], [2.68, -2.34, -0.79], [-1.25, 2.97, 1.46], [-1.30, 3.70, 0.83], [-0.95, 2.18, 1.06], [-2.46, 0.67, -2.51], [-2.41, -0.20, -2.14], [-1.71, 1.03, -2.22], [3.23, 0.89, 0.87], [3.06, 0.39, 1.67], [2.57, 0.82, 0.13], [-3.07, -0.09, 1.10], [-3.21, -0.53, 1.94], [-2.18, 0.21, 1.06], [-1.55, -0.22, 3.35], [-1.37, 0.47, 3.96], [-0.90, -0.19, 2.55], [1.59, 3.05, -0.87], [1.68, 3.19, 0.08], [0.95, 2.25, -0.95], [0.88, -2.68, 0.35], [1.03, -2.79, 1.32], [0.71, -1.71, 0.18]], "molar_mass_g_mol": 242.15, "relative_energy_ev": 4.384, "e_tot_ha": -1044.74794, "spin_multiplicity": 1, "orbital_gap_ev": 10.1, "charge": -1, "homo_energy_ev": -7.923}

=====

Entry 4:
{"formula": "H20NO13", "method": "wB97M-V/def2-TZVPD", "species": ["N", "O", "O", "O", "O", "H", "H", "O", "H", "H", "O", "H", "H", "O", "H", "H", "O", "H", "H", "O", "H", "H", "O", "H", "H", "O", "H", "H", "O", "H", "H", "O", "H", "H"], "coordinates": [[38.57, 17.35, 33.44], [38.34, 18.05, 32.45], [39.31, 16.41, 33.38], [37.92, 17.51, 34.56], [34.78, 17.74, 32.56], [34.93, 18.73, 32.43], [35.71, 17.34, 32.63], [41.31, 16.36, 31.36], [40.56, 16.31, 31.87], [40.92, 16.78, 30.58], [38.64, 17.36, 37.93], [39.23, 17.01, 37.17], [37.69, 17.37, 37.65], [41.82, 18.41, 33.65], [41.69, 17.76, 33.11], [42.75, 18.50, 33.70], [39.48, 18.13, 30.00], [39.00, 17.82, 30.89], [39.90, 19.00, 30.06], [40.15, 20.51, 32.82], [39.27, 19.97, 32.87], [40.76, 19.95, 33.24], [40.48, 16.19, 35.90], [39.89, 16.22, 35.19], [41.37, 15.77, 35.52], [37.73, 15.67, 30.84], [37.96, 16.15, 31.65], [37.94, 14.75, 30.95], [37.80, 19.99, 35.76], [37.07, 19.99, 36.35], [37.85, 19.00, 35.52], [36.29, 15.54, 34.93], [36.28, 15.05, 35.81], [36.95, 16.27, 35.02]], "molar_mass_g_mol": 242.15, "relative_energy_ev": 2.598, "e_tot_ha": -1044.81359, "spin_multiplicity": 1, "orbital_gap_ev": 10.6, "charge": -1, "homo_energy_ev": -7.739}

=====

Entry 5:
{"formula": "H20NO8", "method": "wB97M-V/def2-TZVPD", "species": ["N", "H", "H", "H", "H", "O", "H", "H", "O", "H", "H", "O", "H", "H", "O", "H", "H", "O", "H", "H", "O", "H", "H", "O", "H", "H", "O", "H", "H"], "coordinates": [[0.21, 0.27, 0.30], [0.64, 1.12, -0.10], [1.00, -0.10, 0.96], [-0.04, -0.43, -0.34], [-0.52, 0.51, 0.73], [-2.42, 1.52, -1.09], [-1.79, 2.12, -1.64], [-2.81, 0.86, -1.53], [-0.87, -0.64, -3.39], [-0.93, -1.36, -2.81], [-0.22, 0.06, -2.97], [1.90, -2.09, 1.31], [2.95, -2.18, 1.30], [1.61, -2.62, 0.43], [-1.97, 2.73, 2.58], [-2.82, 2.49, 2.32], [-1.73, 2.00, 3.01], [-2.26, -1.20, 1.91], [-1.98, -0.52, 2.68], [-2.01, -2.03, 2.26], [3.06, 1.65, 1.74], [3.21, 2.53, 1.61], [3.66, 1.21, 1.14], [-0.55, -2.02, -1.14], [0.35, -2.43, -1.35], [-0.96, -2.80, -0.86], [1.36, 0.46, -2.31], [1.89, 1.25, -2.47], [2.04, -0.34, -2.29]], "molar_mass_g_mol": 162.16, "relative_energy_ev": 4.072, "e_tot_ha": -668.33001, "spin_multiplicity": 1, "orbital_gap_ev": 9.6, "charge": 1, "homo_energy_ev": -13.534}

=====

Entry 6:
{"formula": "H20O10", "method": "wB97M-V/def2-TZVPD", "species": ["O", "H", "H", "O", "H", "H", "O", "H", "H", "O", "H", "H", "O", "H", "H", "O", "H", "H", "O", "H", "H", "O", "H", "H", "O", "H", "H", "O", "H", "H"], "coordinates": [[0.35, -0.31, -3.87], [0.71, -1.06, -4.35], [-0.53, -0.33, -4.26], [2.67, 2.79, -1.11], [2.31, 2.11, -0.55], [2.95, 2.27, -1.87], [-1.34, -2.35, 2.95], [-0.85, -2.34, 3.79], [-0.53, -2.47, 2.42], [-3.34, -0.29, 2.02], [-2.67, -0.66, 2.61], [-3.98, 0.11, 2.63], [-0.15, -0.04, 3.22], [-0.11, 0.90, 2.99], [-0.92, -0.41, 2.76], [2.22, -2.94, -2.38], [2.21, -3.37, -1.52], [1.60, -2.21, -2.22], [1.78, 0.39, -1.52], [1.41, 0.11, -2.37], [1.06, 0.77, -1.02], [-0.17, 2.85, 2.17], [-0.88, 2.69, 2.86], [0.16, 3.74, 2.47], [-1.08, 1.00, -0.20], [-1.53, 1.56, 0.47], [-0.19, 1.08, 0.17], [-0.70, -1.16, -1.59], [-0.99, -0.88, -0.71], [-1.53, -0.99, -2.05]], "s_squared": 0.75, "molar_mass_g_mol": 180.15, "relative_energy_ev": 1.705, "e_tot_ha": -764.33760, "spin_multiplicity": 2, "orbital_gap_ev": [2.3, 10.2], "charge": -1, "homo_energy_ev": [0.154, -7.844]}

=====

Entry 7:
{"formula": "H20O10", "method": "wB97M-V/def2-TZVPD", "species": ["O", "H", "H", "O", "H", "H", "O", "H", "H", "O", "H", "H", "O", "H", "H", "O", "H", "H", "O", "H", "H", "O", "H", "H", "O", "H", "H", "O", "H", "H"], "coordinates": [[-1.07, -0.87, -3.05], [-0.53, -1.82, -2.93], [-1.92, -0.86, -2.55], [2.52, -1.44, 1.45], [2.97, -2.20, 1.26], [2.38, -1.04, 0.61], [-3.51, 0.13, 0.26], [-3.94, 0.08, -0.67], [-2.52, -0.04, 0.50], [1.16, 1.23, -1.95], [1.34, 2.21, -1.77], [1.37, 0.93, -2.74], [0.06, 1.60, 2.22], [-0.33, 2.30, 2.68], [0.95, 1.78, 2.41], [0.22, -1.78, 2.38], [-0.04, -1.21, 3.10], [1.13, -1.78, 2.12], [-1.74, -3.02, -0.20], [-1.43, -3.50, -0.89], [-1.12, -2.42, 0.00], [2.89, -0.16, -1.21], [2.22, 0.41, -1.47], [3.61, 0.48, -1.40], [-1.66, 3.34, 0.42], [-0.95, 2.87, 0.88], [-1.18, 4.19, 0.44], [-0.59, -0.13, 0.08], [-0.19, 0.43, 0.68], [-0.09, 0.32, -0.65]], "smiles": "O.O.O.O.O.O.O.O.O.O", "molar_mass_g_mol": 180.15, "relative_energy_ev": 5.957, "e_tot_ha": -764.26300, "spin_multiplicity": 1, "orbital_gap_ev": 9.4, "charge": 0, "homo_energy_ev": -9.815}

=====

Entry 8:
{"formula": "H20O10", "method": "wB97M-V/def2-TZVPD", "species": ["O", "H", "H", "O", "H", "H", "O", "H", "H", "O", "H", "H", "O", "H", "H", "O", "H", "H", "O", "H", "H", "O", "H", "H", "O", "H", "H", "O", "H", "H"], "coordinates": [[0.25, -0.34, 1.58], [0.59, -1.22, 1.76], [0.89, 0.26, 1.96], [1.76, 0.11, -0.30], [1.67, 1.06, -0.34], [1.96, -0.16, -1.19], [-1.39, -1.83, -1.17], [-1.78, -1.99, -0.32], [-0.82, -1.08, -1.04], [-2.07, 1.25, -0.74], [-1.27, 1.01, -1.21], [-1.87, 2.11, -0.36], [2.51, -0.72, 1.27], [2.05, -0.45, 0.47], [2.95, 0.07, 1.57], [-0.27, -0.20, -0.33], [-0.43, -0.18, 0.61], [0.67, -0.01, -0.42], [1.86, -0.61, -2.10], [2.24, -1.24, -2.72], [1.15, -1.09, -1.68], [-1.70, -0.08, 2.13], [-0.75, -0.13, 1.96], [-1.81, 0.71, 2.65], [-2.30, -0.34, 0.31], [-2.02, 0.41, -0.21], [-2.05, -0.12, 1.21], [-0.28, 1.73, -1.37], [0.49, 2.21, -1.08], [-0.22, 0.89, -0.92]], "molar_mass_g_mol": 180.15, "relative_energy_ev": 29.951, "e_tot_ha": -763.38125, "spin_multiplicity": 1, "orbital_gap_ev": 5.5, "charge": 0, "homo_energy_ev": -6.414}

=====

Entry 9:
{"formula": "H20O10", "method": "wB97M-V/def2-TZVPD", "species": ["O", "H", "H", "O", "H", "H", "O", "H", "H", "O", "H", "H", "O", "H", "H", "O", "H", "H", "O", "H", "H", "O", "H", "H", "O", "H", "H", "O", "H", "H"], "coordinates": [[9.79, -2.64, -5.65], [10.53, -2.31, -5.15], [10.18, -3.09, -6.40], [13.87, -8.43, -7.58], [13.77, -7.52, -7.87], [14.63, -8.75, -8.07], [9.19, -5.88, -6.00], [9.95, -5.71, -6.55], [8.53, -5.26, -6.32], [10.87, -2.77, -9.44], [10.14, -3.22, -9.88], [10.50, -1.96, -9.12], [13.04, -7.01, -10.99], [13.02, -6.07, -11.17], [13.55, -7.09, -10.18], [8.76, -4.55, -8.97], [7.91, -4.12, -8.88], [8.60, -5.45, -8.69], [11.26, -6.35, -4.39], [10.67, -6.30, -5.14], [11.88, -7.04, -4.62], [11.30, -5.11, -7.65], [11.83, -5.56, -8.31], [10.69, -4.58, -8.15], [14.20, -5.97, -8.76], [13.77, -5.19, -9.11], [15.13, -5.81, -8.87], [13.32, -3.96, -10.46], [14.10, -3.42, -10.31], [12.69, -3.65, -9.81]], "smiles": "O.O.O.O.O.O.O.O.O.O", "molar_mass_g_mol": 180.15, "relative_energy_ev": 2.836, "e_tot_ha": -764.37771, "spin_multiplicity": 1, "orbital_gap_ev": 10.1, "charge": 0, "homo_energy_ev": -10.376}